Record 1
This record from OMol25 describes a cluster of 7 separate species, C24H58Cl3NO8 in total. The level of theory is ωB97M-V with the def2-TZVPD basis set.

The geometry in XYZ format:
```
94
Properties=species:S:1:pos:R:3:forces:R:3:lowdin_charge:R:1
H -3.956201 -2.285760 -0.793860 0.1 0.0 0.1 0.089
Cl 3.195433 -1.907317 3.299275 1.7 0.7 -1.2 0.648
C 3.386545 -2.311334 -6.758510 0.1 -0.1 -0.1 -0.094
H -1.950354 -0.105716 0.529062 1.0 -0.9 -0.4 0.071
H -4.810824 7.345702 -1.191647 0.0 -0.1 -0.1 0.056
C -1.046915 -0.697763 0.184175 0.1 -0.2 0.0 -0.080
C -4.013008 -3.478322 0.743048 -0.3 0.0 -0.3 -0.315
H -3.529642 4.570150 -0.698606 0.1 0.0 0.0 0.073
C 2.996820 -0.681439 -1.200514 -1.8 0.8 -0.4 -0.126
C 3.492954 -4.334044 0.423891 0.4 -0.8 0.1 -0.275
H 3.986165 -3.461177 -1.558241 0.8 0.1 1.4 0.116
H 1.546446 -1.140466 -2.852076 0.0 0.0 1.8 0.114
C -2.352603 3.334920 -2.019588 -0.3 0.3 -0.2 -0.323
H -2.989026 7.101795 3.519982 0.1 0.1 0.0 0.073
H -8.123297 6.305715 -0.417791 0.0 0.0 0.1 0.074
H -2.147401 5.407106 -1.438085 -0.1 0.0 0.0 0.075
C -7.272857 6.962535 -0.615972 -0.2 0.0 0.0 -0.089
H 4.132302 -1.573500 -7.063810 0.0 -0.1 0.1 0.078
H -1.233213 7.253577 3.293227 -0.1 0.0 0.0 0.076
H -3.609023 5.054051 -2.385678 0.1 0.1 0.0 0.069
C 4.778422 0.291821 2.841539 -1.4 -2.1 0.3 -0.617
H 3.116462 -3.768021 1.331923 0.5 -0.4 -1.3 0.060
H -1.495590 0.385875 -1.755475 1.3 -1.0 0.3 0.107
C 4.475104 -3.495743 -0.515488 -0.5 0.5 -0.6 -0.134
O -5.335507 7.301426 -2.004072 0.1 0.1 -0.2 -0.092
H 0.580041 -3.678664 3.324000 0.1 0.1 0.1 0.050
H -1.767608 3.428136 -2.940297 0.2 0.1 0.1 0.111
H 6.503263 -3.603464 1.315956 -0.5 0.2 0.4 0.075
H -1.559767 7.169429 0.807721 -0.2 0.0 -0.1 0.111
O 0.624109 0.084605 -1.431532 -0.7 -1.4 -0.4 -0.210
C 1.498464 -1.031200 -1.696892 1.2 0.2 -1.3 -0.177
H 3.706696 -3.298473 -7.099951 0.0 0.1 0.0 0.075
H -7.646379 7.962650 -0.848905 0.0 -0.1 -0.1 0.078
H -2.085666 5.769762 2.814355 0.1 0.1 -0.1 0.078
O 0.090688 -5.715520 4.994314 -0.1 -0.2 0.1 -0.088
H -5.483053 -4.153219 -0.689254 -0.1 0.0 0.1 0.071
H -3.961916 2.732852 -2.934586 0.1 -0.1 0.1 0.080
N 5.947042 -3.025707 1.950164 -0.1 0.5 -0.1 0.022
H -4.699080 -2.842778 1.312194 0.0 -0.1 0.1 0.110
C -4.767676 -4.577518 0.021242 0.0 -0.2 0.0 -0.095
O -3.583663 6.902631 0.913862 -0.3 0.0 -0.3 -0.103
H -4.078864 -5.201276 -0.553601 0.0 0.0 0.1 0.076
C 4.678986 -1.972661 -0.074448 0.0 -0.8 -0.3 -0.282
H 2.452960 -2.050124 -7.264897 0.0 -0.1 0.0 0.074
H -4.310673 7.145510 1.501175 0.1 -0.1 -0.1 0.081
C 2.214829 -4.934377 -0.317368 0.5 0.1 0.5 -0.516
H 4.536399 1.836024 4.420736 -1.0 -1.0 -0.7 0.070
C 3.203871 -2.290944 -5.253733 -0.3 0.1 -0.3 -0.328
H 1.394938 -4.168888 -0.517790 1.3 -1.0 0.1 0.068
H 1.959599 -0.794172 -5.263214 0.2 0.0 0.1 0.088
C -0.757799 -0.402616 -1.381253 0.1 -0.1 1.4 -0.213
H 6.392572 -1.146197 1.101015 -1.6 -0.6 0.5 0.120
H 5.335672 -1.493817 -0.889771 -1.1 -0.4 1.1 0.151
H 4.143408 -2.531099 -4.751733 -0.1 0.2 0.1 0.111
O -3.394793 2.387837 -2.234098 0.0 -0.3 0.0 -0.096
C -2.153662 6.859491 2.856671 0.1 -0.1 0.1 -0.091
H 0.326531 -2.394238 4.526573 0.0 0.0 -0.1 0.062
H -2.465371 8.522652 1.509327 0.2 0.0 0.0 0.110
H -0.829918 -1.353022 -2.016755 -0.2 1.4 0.8 0.117
C 3.875304 1.029048 3.950390 1.6 0.4 -0.7 -0.139
C 5.457444 -1.775151 1.317241 -0.4 -0.3 0.9 -0.303
C -6.430731 6.430135 -1.758895 0.3 0.2 0.4 -0.325
H 0.570145 -5.931408 4.184296 -0.1 0.0 0.1 0.067
O 3.362555 -1.379169 0.009131 1.2 0.1 -1.3 -0.168
C -2.385016 7.431721 1.472285 -0.1 0.1 0.3 -0.311
H 2.498880 -5.543709 -1.231534 -0.5 0.9 1.1 0.082
H -1.699944 2.946616 -1.235029 -0.1 -0.2 -0.1 0.109
H 5.206438 -3.550822 2.422259 0.4 0.2 -0.5 0.045
H 5.496491 -3.977832 -0.677898 -1.4 0.4 0.4 0.114
C 0.066089 -3.420216 4.254663 0.0 0.1 0.0 -0.111
H 2.449106 -3.020875 -4.942424 0.1 -0.2 0.0 0.109
C 0.442626 -4.386489 5.360211 0.1 -0.1 -0.4 -0.322
H 2.967976 0.435796 -0.941431 0.2 -1.4 -0.6 0.144
C 4.565957 -1.039891 2.432868 1.2 3.0 0.1 -0.504
H -1.217769 -1.800653 0.374759 0.0 1.4 -0.2 0.050
H 3.013331 1.539936 3.419552 0.9 -0.8 0.8 0.088
H 4.099530 -5.222575 0.829102 -1.0 1.2 -0.5 0.106
H 1.127729 -2.032276 -1.305161 0.4 1.3 0.1 0.113
O 2.794720 -0.997437 -4.823275 0.1 0.1 0.1 -0.104
H 3.562256 0.335503 4.788028 0.2 0.7 -1.3 0.056
H -5.308936 -5.209752 0.728994 0.0 0.0 -0.1 0.074
H -6.675656 7.049185 0.296337 0.0 -0.1 0.0 0.061
H 3.668311 -0.879583 -2.092671 -0.5 0.1 1.3 0.117
Cl 1.453134 -6.142794 0.881693 0.3 0.7 -0.8 0.454
C -2.937304 4.672514 -1.611034 0.0 0.0 0.1 -0.096
O -3.306979 -2.668388 -0.190377 0.0 -0.1 -0.1 -0.107
H -7.024664 6.365094 -2.672789 0.2 0.1 0.0 0.113
H -3.285131 -3.905988 1.435380 0.1 0.2 -0.1 0.112
H -0.088094 -4.139263 6.281665 0.0 -0.2 0.0 0.112
H 1.518508 -4.349970 5.561038 0.0 0.2 0.1 0.105
H -0.163010 -0.385976 0.847411 -1.1 -0.2 -1.3 0.086
H -1.006371 -3.469672 4.050770 0.1 0.0 0.1 0.075
H -6.042658 5.432278 -1.528165 -0.2 -0.1 0.0 0.099
Cl 6.089698 1.335904 2.107436 -1.5 -1.3 0.7 0.570
```
Positions in Å, forces in eV/Å.

Kohn-Sham gap: 9.51 eV
Molecular weight: 595.1 g mol⁻¹
Electronic energy: -2986.28131 Eh
HOMO level: -8.9 eV
Energy above the lowest of the compared OMol25 structures with the same formula, charge and spin: 51.7 kcal/mol

Record 2
This record from OMol25 describes a structure of composition C7H15AlO3S. The level of theory is ωB97M-V with the def2-TZVPD basis set.

The geometry in XYZ format:
```
27
Properties=species:S:1:pos:R:3:forces:R:3:nbo_charge:R:1
H -1.126129 1.021627 -3.784492 0.0 0.0 0.0 0.164
O -1.845745 3.096083 2.294543 0.2 0.2 0.0 -0.850
H 2.454482 -0.876976 -1.025605 -0.1 0.0 0.0 0.213
H 3.183371 -1.471368 0.449226 0.0 -0.1 -0.1 0.214
C 1.217393 -2.314199 0.074862 -0.3 -0.3 -0.2 -0.551
C 2.567215 -1.768243 -0.405715 0.2 0.1 0.2 -0.623
H -0.732841 -0.963458 2.989690 0.0 0.0 -0.1 0.236
H 3.113595 -2.522216 -0.985286 0.0 0.1 0.0 0.174
H -2.586374 1.243794 -2.784776 0.1 0.0 0.0 0.196
H 0.838095 2.651967 0.908831 0.1 -0.1 -0.1 0.224
C -0.608939 -1.160705 1.915288 0.0 -0.1 0.1 -1.094
C -0.970824 0.319958 -1.711903 0.2 0.2 0.1 -0.029
O -2.709738 1.221846 3.175592 0.1 -0.1 0.2 -0.854
H 1.112564 -3.370327 -0.200530 0.1 0.1 -0.1 0.182
C 1.017839 1.578221 0.759386 0.1 0.0 0.1 -1.286
Al -0.786839 0.730073 1.095484 0.0 0.0 0.1 1.546
H -1.191072 2.311079 -2.550850 0.0 -0.1 0.0 0.200
C -1.490967 1.285101 -2.782979 -0.2 -0.1 0.0 -0.623
H 0.391303 -1.791148 -0.402252 0.0 0.1 -0.1 0.237
H 1.505660 1.435886 -0.212752 0.0 0.0 0.0 0.176
H 0.119230 0.485692 -1.626246 0.0 -0.1 0.0 0.136
S 0.871925 -2.222639 1.850030 0.1 0.2 0.1 0.091
H -1.087032 -0.718985 -2.084310 -0.1 0.0 0.0 0.109
H -1.458070 -1.795048 1.626993 0.0 0.1 0.1 0.195
C -1.914254 1.835019 2.398624 -0.3 -0.1 -0.3 0.356
H 1.732780 1.251330 1.529678 0.0 0.0 -0.1 0.200
O -1.616627 0.507636 -0.510533 0.1 0.0 -0.1 -0.938
```
Positions in Å, forces in eV/Å.

Kohn-Sham gap: 4.11 eV
Molecular weight: 206.2 g mol⁻¹
Total charge: -2
Electronic energy: -1142.08929 Eh
HOMO level: 1.0 eV

Record 3
This record from OMol25 describes a structure of composition C3H7N3S. The level of theory is ωB97M-V with the def2-TZVPD basis set.

The geometry in XYZ format:
```
14
Properties=species:S:1:pos:R:3:forces:R:3:nbo_charge:R:1
C 0.898534 0.428942 1.009117 -0.8 -0.7 0.0 0.286
N 1.100969 -0.265884 -0.197718 1.7 1.1 1.6 -0.576
H -3.195781 0.866191 0.922260 1.1 -1.0 0.2 0.325
S -1.221717 -0.534380 0.897114 -0.4 1.2 -0.5 0.892
H 1.861063 1.709294 2.302549 -1.1 -0.5 -0.2 0.471
C -2.295791 0.519274 0.343776 -1.8 0.8 -1.1 -0.582
H 0.275772 -1.887812 -2.431262 -0.1 1.5 1.7 0.493
H 2.751697 1.314213 0.987266 -0.8 -0.3 -0.3 0.423
H -1.294459 -1.865061 -1.843317 1.0 0.9 0.8 0.464
N -0.342484 -1.443415 -1.679886 -0.9 -0.3 1.6 -0.710
N 1.804379 1.195588 1.411095 3.4 1.6 0.9 -0.666
H -2.372430 1.045373 -0.650165 1.0 -0.7 0.9 0.297
H 2.095645 -0.308161 -0.565554 -1.8 -0.5 -0.5 0.481
C -0.065399 -0.774162 -0.505275 -0.4 -3.1 -5.1 0.403
```
Positions in Å, forces in eV/Å.

Kohn-Sham gap (alpha / beta): 8.56 / 8.56 eV
Molecular weight: 117.2 g mol⁻¹
Total charge: +2
Electronic energy: -680.17889 Eh
HOMO level (alpha / beta): -18.2 / -18.2 eV
Energy above the lowest of the compared OMol25 structures with the same formula, charge and spin: 86.2 kcal/mol